Entry from OMol25: a structure of composition C20H38LaNO2P2Si at a distorted geometry (ωB97M-V/def2-TZVPD).

```
! wB97M-V def2-TZVPD RIJCOSX def2/J DEFGRID3
* xyz 0 1
C -0.3475 3.3815 -1.9172
C -0.3888 2.0726 -1.4114
N 0.3101 1.7331 -0.2744
C 1.0151 2.6912 0.3631
C 1.0167 4.0138 -0.0541
C 0.3293 4.3656 -1.2161
C -1.1741 1.0143 -2.0590
P -2.7035 0.4221 -1.3949
La -0.1687 -0.8196 -0.3942
P 1.9313 0.5281 1.9469
C 1.8365 2.3285 1.5843
C -1.2751 -2.7249 -1.4375
C -1.2513 -3.2764 -0.1159
C -0.0129 -3.4722 0.5151
C 1.1895 -3.2550 -0.1841
C 1.1574 -2.8833 -1.5448
C -0.0699 -2.7256 -2.2165
O -1.3375 -1.7521 -5.1498
O 3.1737 -0.6946 -2.5100
H -0.8944 3.5870 -2.8378
H 1.5729 4.7386 0.5373
H 0.3259 5.3971 -1.5588
C -3.8115 1.8348 -1.0800
C -3.4397 -0.4583 -2.8321
H 2.8746 2.6727 1.4362
H 1.4444 2.8599 2.4678
H -1.6844 -2.3184 -5.7750
H -1.0430 0.9154 -3.1445
C 3.2376 0.3829 3.2031
C 2.7341 -0.1902 0.4862
H -2.1885 -3.4225 0.4251
H 0.0212 -3.7998 1.5552
H 2.1463 -3.3986 0.3269
H 2.0924 -2.7087 -2.0793
H -0.1103 -2.4638 -3.2777
H -1.6143 -1.5497 -1.3282
H 4.1140 -0.9291 -2.5212
H 3.0293 -0.1983 -3.2567
H -0.8449 -1.0835 -5.6522
H -2.1232 -2.0245 -1.7350
H -4.6608 1.8066 -1.7774
H -4.1888 1.7514 -0.0511
H -3.2809 2.7896 -1.1900
H -4.1875 0.2220 -3.2672
H -2.7166 -0.7499 -3.6111
H -3.9621 -1.3576 -2.4701
H 3.8074 0.0309 0.5737
H 2.6389 -1.2892 0.4606
H 2.4108 0.2452 -0.4741
H 4.1927 0.6525 2.7302
H 3.0631 1.0414 4.0644
H 3.3001 -0.6544 3.5581
C 0.0069 1.1581 4.4610
Si 0.0887 -0.1218 3.0897
C 0.4057 -1.8292 3.7939
C -1.5227 -0.0633 2.1279
H 0.8296 1.0476 5.1805
H -0.9405 0.9923 4.9945
H 0.0072 2.1890 4.0812
H -0.4814 -2.1068 4.3830
H 0.5563 -2.5884 3.0159
H 1.2775 -1.8325 4.4634
H -2.2850 0.0691 2.9130
H -1.6187 0.8092 1.4562
H -1.8091 -1.0017 1.6046
*
```

The largest force on an atom is 0.125 Eh/bohr. Its HOMO energy (alpha / beta) is -3.49 / -3.34 eV.